# 1
59
Properties=species:S:1:pos:R:3:forces:R:3 method="wB97M-V/def2-TZVPD" e_above_lowest_kj_mol=29.8 total_charge=+2
Rh 0.03655 0.97240 -0.53144 0.2 -0.3 -0.3
C -2.97805 1.09503 -1.28348 0.0 0.3 0.0
O -1.91646 0.51949 -0.46963 -0.3 -0.1 -0.3
C -2.21404 0.37778 0.94340 0.2 0.2 0.1
C -1.27925 -0.70740 1.42706 -0.3 -0.2 0.3
O 0.08416 -0.43397 0.93691 -0.1 1.1 -0.6
C 1.08715 0.13520 1.84713 0.4 0.1 0.3
C 2.35470 0.26191 1.02304 -0.1 -0.2 0.1
O 2.01726 0.99163 -0.17752 0.1 0.3 -0.2
C 3.12257 1.56937 -0.92504 0.1 0.1 0.0
H -3.84820 0.44715 -1.20022 0.0 0.0 0.0
H -2.61368 1.11066 -2.30658 0.0 0.0 0.0
H -3.19730 2.10455 -0.93452 0.0 0.0 0.0
H -3.26300 0.11333 1.06997 0.0 -0.1 0.0
H -2.00712 1.33652 1.42472 -0.1 0.0 0.0
H -1.53529 -1.68185 1.01630 0.1 0.0 -0.1
H -1.27521 -0.76662 2.51529 0.1 0.1 0.0
H 1.24712 -0.52996 2.69558 -0.1 -0.2 -0.1
H 0.73025 1.10877 2.18344 0.0 -0.1 0.0
H 2.74034 -0.71037 0.71090 0.0 0.0 0.1
H 3.12117 0.80052 1.58156 -0.1 0.1 0.0
H 3.91076 0.82260 -1.00732 0.0 0.0 0.0
H 3.47064 2.46164 -0.40433 0.0 0.0 0.0
H 2.74068 1.82221 -1.91037 0.0 0.0 0.0
O -0.20605 2.47613 0.57590 -0.3 -0.7 0.1
Si -0.03124 4.10075 0.21639 -0.2 2.0 1.0
C -1.48954 4.94594 1.03378 -0.3 0.0 -0.1
C -2.31826 5.83372 0.33670 0.0 -0.5 -0.3
C -3.50025 6.30360 0.88856 0.1 0.2 0.2
C -3.83976 5.95580 2.18619 -0.1 0.0 0.0
C -3.00795 5.12564 2.92569 0.0 0.3 0.1
C -1.83095 4.66354 2.36421 0.1 -0.5 -0.2
C 1.46986 4.79472 1.06686 0.7 -0.4 -0.3
C 2.40935 5.56908 0.37649 -0.1 -0.1 -0.2
C 3.58229 6.00032 0.98040 0.0 0.1 0.0
C 3.84196 5.66908 2.29952 0.0 0.0 0.0
C 2.92753 4.90342 3.01242 0.0 0.1 0.0
C 1.75914 4.48260 2.40081 -0.2 -0.3 0.1
C -0.02564 4.40514 -1.61735 0.2 -0.6 -0.3
C -0.01866 3.33085 -2.50304 0.1 0.4 0.4
C 0.00409 3.44693 -3.87861 0.0 -0.3 -0.1
C 0.01911 4.72530 -4.41715 0.0 0.1 0.0
C 0.02428 5.83219 -3.57843 0.0 0.0 -0.1
C 0.00664 5.67566 -2.20225 0.0 0.1 0.1
H -2.04983 6.11950 -0.67244 -0.2 0.0 -0.1
H -4.16098 6.94890 0.32537 0.1 0.1 -0.1
H -4.73927 6.35807 2.63276 -0.1 -0.1 0.0
H -3.27937 4.87767 3.94312 0.1 0.0 0.0
H -1.16420 4.04953 2.95991 -0.1 -0.1 0.1
H 2.22361 5.83901 -0.65682 0.1 0.0 0.0
H 4.29471 6.59633 0.42589 0.0 0.0 0.0
H 4.75113 6.01134 2.77571 0.0 0.0 0.0
H 3.12823 4.65482 4.04586 0.0 0.0 0.0
H 1.05905 3.89143 2.98276 0.0 0.0 0.0
H -0.00541 2.29701 -2.06516 0.0 -0.6 0.0
H 0.01466 2.57670 -4.52061 0.0 0.0 0.0
H 0.03597 4.85617 -5.49038 0.0 0.0 0.0
H 0.04793 6.82464 -4.00743 0.0 0.0 0.0
H 0.03086 6.55941 -1.57587 0.0 0.0 0.0

***

# 2
68
Properties=species:S:1:pos:R:3:forces:R:3 method="wB97M-V/def2-TZVPD" total_charge=-1
N -0.22962 -0.47506 1.02163 0.5 -0.9 0.1
O -1.20308 0.08842 0.62385 -4.6 2.4 -0.8
O 0.68868 -0.54943 0.22203 3.0 -0.9 -0.4
O -0.23902 -0.98018 2.14933 0.9 -0.7 1.1
C -5.43174 -1.98721 3.05547 0.7 0.6 -3.1
C -5.57111 -1.86130 1.47681 -1.4 -1.6 0.4
O -4.59070 -2.62445 0.82418 0.5 0.0 -0.4
O -4.76703 -0.81489 3.41232 -0.3 1.2 1.6
H -4.73019 -2.79187 3.27557 -0.6 -0.7 -0.1
H -6.42872 -2.14676 3.46618 0.3 0.5 0.6
H -5.66153 -0.87215 1.02792 0.6 0.6 0.9
H -6.53620 -2.25699 1.16037 -0.2 -0.6 0.1
H -3.88692 -2.02820 0.55815 0.3 -0.1 -0.1
H -3.95377 -0.80467 2.90231 0.3 0.2 0.1
C 0.82651 -5.88665 9.65181 0.8 0.5 -1.8
C 0.78254 -5.39511 8.15035 -1.4 2.4 0.6
O 0.65957 -3.88573 8.21348 0.4 -1.8 0.7
O 1.96138 -5.28838 10.24744 -0.1 0.1 0.7
H 0.92051 -6.96648 9.76690 -0.2 -0.3 -0.5
H -0.07747 -5.59916 10.18872 0.2 0.4 -0.1
H -0.12190 -5.66880 7.60703 0.0 -0.7 0.2
H 1.63935 -5.61280 7.51271 0.3 -0.4 0.5
H 0.72146 -3.51493 7.33015 0.0 -0.2 -0.2
H 2.71299 -5.46629 9.67731 0.1 0.0 0.0
C 6.94546 -1.01319 -0.94022 2.0 1.3 0.8
C 7.01701 0.23780 -1.79784 -2.1 0.3 -1.6
O 6.57795 1.48445 -1.18377 1.0 -1.0 0.2
O 5.85091 -1.02289 -0.12206 -1.2 -0.1 1.1
H 7.83199 -0.88258 -0.31966 0.1 -0.7 0.6
H 7.01525 -1.97874 -1.44115 0.3 0.3 -0.8
H 6.22762 0.04848 -2.52525 0.0 0.2 -0.7
H 7.93953 0.42569 -2.34716 0.2 -0.5 0.2
H 7.30186 2.08689 -1.36981 -0.2 0.3 0.3
H 5.09562 -0.57171 -0.50623 -0.1 0.1 -0.1
C 1.68109 -1.32621 -7.48029 0.3 -1.2 -0.1
C 0.78197 -0.31359 -6.82506 -1.4 -1.3 0.4
C -0.62801 -1.01110 -6.47349 0.6 0.5 0.6
O -1.28712 -1.72526 -7.48953 0.6 -0.5 -0.3
C -1.57085 -0.98852 -8.62279 -0.9 0.5 -0.7
N 1.39430 0.21255 -5.59640 -0.3 0.4 -0.5
H 1.96259 -2.03493 -6.70145 0.2 -0.2 0.0
H 2.60285 -0.93100 -7.90723 0.0 0.3 0.1
H 1.21450 -1.94407 -8.24751 -0.3 0.2 -0.2
H 0.58029 0.47699 -7.54784 0.0 0.4 0.3
H -1.33702 -0.29627 -6.05587 0.1 0.6 -0.1
H -0.56277 -1.76198 -5.68608 0.7 0.0 0.1
H -2.06914 -0.05022 -8.37910 0.1 0.4 0.2
H -2.31526 -1.51493 -9.22018 0.1 -0.4 0.0
H -0.71977 -0.78123 -9.27147 0.3 0.0 0.1
H 1.41940 -0.46619 -4.84888 -0.4 -0.3 0.1
H 2.37322 0.36831 -5.79021 0.2 0.4 -0.1
C -3.77404 5.20787 2.02636 0.6 0.4 0.7
C -2.60121 5.55260 1.09347 0.6 3.2 0.1
C -1.15243 5.44541 1.66547 -1.2 -1.6 -1.2
O -0.18058 5.74947 0.63262 -0.3 -1.1 1.7
C 1.10321 5.13654 0.97381 -1.5 0.9 -0.1
N -2.81979 5.02424 -0.22760 0.1 -1.3 -0.3
H -4.73595 5.17279 1.51489 0.2 -0.3 -0.4
H -3.97168 5.96023 2.78990 0.4 0.1 0.3
H -3.58778 4.26275 2.53641 -0.2 -0.2 0.0
H -2.53650 6.61587 0.86244 -1.1 0.7 0.3
H -1.21713 4.40776 1.99287 1.4 -0.7 -0.1
H -1.00457 6.01634 2.58214 -0.1 0.5 -0.1
H 0.98683 4.06152 1.11122 0.1 -0.1 -0.5
H 1.42612 5.53387 1.93607 0.3 0.2 0.0
H 1.76088 5.44948 0.16285 0.1 -0.4 0.2
H -3.82776 5.04023 -0.28963 -0.3 0.3 -0.6
H -2.67479 4.02544 -0.18903 0.5 -0.6 -0.3

***

# 3
14
Properties=species:S:1:pos:R:3:forces:R:3 method="wB97M-V/def2-TZVPD" e_above_lowest_kj_mol=322.8
C 4.09276 -0.49070 3.07932 -2.0 0.3 0.1
C 3.01575 0.17738 2.64391 1.2 0.2 0.1
H 5.07293 -0.10101 2.85781 0.3 -0.7 -0.3
H 3.85009 -1.35778 3.69465 0.9 0.3 0.3
H 3.17867 0.93463 1.89486 -0.2 0.5 0.1
H 2.02593 0.08243 3.07089 -0.1 -0.5 -0.4
C -1.35305 -0.30295 -1.50879 0.7 -2.6 -3.6
C -3.32247 0.79377 -2.04534 0.5 -0.7 -0.8
N -2.63243 -0.24984 -2.31718 -1.0 0.4 2.6
H -1.53779 -0.22594 -0.44287 0.3 0.6 -0.2
H -1.07279 -1.36543 -1.75298 -0.2 0.5 1.1
H -0.47537 0.10701 -2.04549 -0.4 1.1 1.0
H -4.41779 0.71960 -1.91687 0.4 0.4 -1.1
H -2.78516 1.74275 -1.97726 -0.3 0.3 1.1

***

Max |F| / eV Å⁻¹: 2.226 5.284 4.505
HOMO-LUMO gap / hartree: 0.16666 0.24220 0.35740